1.
Here is a 12-piece molecular cluster, C24H60Cl12O6S6 overall from the OMol25 dataset. Energies are from wB97M-V/def2-TZVPD.

Last column: Mulliken charge in e.
Cartesian coordinates (Å):
Cl: 15.578 18.657 15.482  -0.23
H: 10.983 14.294 17.794  0.30
O: 12.094 10.976 12.183  -0.43
S: 14.563 14.776 8.498  0.32
Cl: 7.599 7.770 14.444  -0.21
H: 18.113 11.016 9.998  0.73
H: 9.404 14.376 13.330  -0.01
H: 13.289 14.954 11.785  -0.03
O: 9.745 17.145 11.570  -0.85
H: 12.054 18.371 9.171  0.28
H: 9.617 17.719 15.060  0.27
C: 13.479 18.881 13.778  -0.45
C: 15.228 13.410 9.543  -0.61
H: 11.984 8.522 12.867  0.08
C: 13.116 14.595 12.792  0.26
H: 10.086 14.885 10.521  0.18
H: 13.746 8.922 13.381  0.10
C: 17.516 11.054 10.787  -1.21
H: 10.975 15.099 8.905  0.27
H: 15.391 15.481 18.946  0.36
H: 15.570 7.450 16.417  0.33
H: 16.879 14.893 7.686  0.44
H: 12.045 14.376 12.951  -0.04
H: 10.366 18.326 8.834  0.38
S: 18.358 10.141 12.141  0.60
H: 13.576 13.625 15.517  -0.28
C: 11.970 8.519 11.770  -0.96
H: 12.454 18.620 13.604  0.11
C: 11.638 12.653 19.070  -0.41
H: 18.413 12.298 13.175  0.07
Cl: 13.585 15.583 17.463  -0.10
Cl: 13.659 8.889 16.034  -0.11
H: 13.951 11.873 15.009  -0.08
C: 18.445 16.682 13.740  0.00
H: 13.302 15.447 13.483  -0.43
H: 16.239 16.453 7.921  0.41
S: 12.937 9.976 11.409  0.47
Cl: 11.716 10.909 18.842  -0.18
H: 8.639 9.129 15.961  0.32
C: 13.503 12.878 14.780  -0.45
C: 8.944 16.889 14.686  -0.76
C: 14.174 9.492 12.570  -0.34
H: 15.774 14.276 16.091  -0.15
H: 15.806 16.372 17.439  0.25
H: 10.742 18.994 10.389  0.41
Cl: 8.299 10.376 12.470  -0.22
C: 9.155 10.002 14.053  0.35
Cl: 14.401 18.280 12.274  -0.16
O: 11.200 15.524 15.064  -0.41
H: 14.873 8.785 12.157  0.51
H: 7.840 14.596 14.160  0.55
H: 16.872 14.078 17.545  0.53
H: 12.657 12.952 19.241  0.18
O: 13.847 15.705 9.406  -0.47
H: 7.396 10.009 15.208  0.36
H: 9.361 15.788 9.231  0.38
H: 9.993 9.325 13.767  -0.10
O: 19.531 9.472 11.533  -0.71
H: 15.447 10.325 17.553  -0.09
H: 14.497 12.595 9.560  0.37
H: 16.751 9.222 17.784  0.47
C: 11.155 13.244 17.755  0.24
Cl: 18.760 15.874 11.075  -0.26
Cl: 9.504 12.545 17.455  -0.21
C: 15.334 15.439 17.827  -0.46
H: 19.019 17.564 13.432  0.38
H: 15.521 13.833 10.461  -0.18
H: 13.428 19.952 13.776  0.49
H: 13.825 17.195 14.963  -0.70
C: 8.207 9.353 14.997  -0.44
H: 16.063 12.924 9.022  0.54
Cl: 19.529 15.462 14.388  -0.20
H: 7.918 17.069 14.979  0.41
H: 19.800 11.424 13.777  0.36
H: 16.611 10.607 10.460  0.45
H: 9.620 10.892 14.461  -0.10
O: 15.622 13.731 13.519  -0.55
S: 14.249 13.250 13.185  0.99
Cl: 16.557 10.278 15.606  -0.01
H: 12.412 7.600 11.376  0.36
H: 17.012 16.945 12.205  0.14
C: 17.664 16.183 12.556  0.07
H: 17.056 15.261 12.567  -0.11
H: 13.275 18.466 15.854  0.40
S: 10.966 16.886 10.712  0.99
C: 10.349 15.544 9.695  -0.92
C: 13.927 18.238 15.035  0.57
C: 15.983 9.488 17.148  -0.38
C: 11.055 18.298 9.643  -1.19
H: 17.690 16.966 14.483  -0.05
C: 15.874 14.202 17.158  -0.30
H: 14.803 10.392 12.891  -0.19
H: 12.487 12.677 14.593  0.52
C: 19.118 11.543 12.916  -0.86
S: 9.693 15.464 15.414  0.47
H: 11.807 12.996 16.948  -0.32
H: 10.998 8.817 11.467  0.42
C: 15.091 8.277 16.914  -0.48
H: 9.006 16.974 13.624  0.12
H: 17.288 12.064 11.088  0.08
H: 11.109 12.862 19.986  0.43
C: 8.854 14.329 14.282  -0.54
H: 16.755 15.633 9.228  -0.04
C: 16.251 15.475 8.313  -0.83
H: 19.671 11.986 12.142  0.49
H: 8.856 13.364 14.717  0.00
Cl: 15.002 12.714 17.782  -0.16
H: 14.839 8.014 17.928  0.32

Properties
**Kohn-Sham gap**: 0.331 Ha
**Lowest unoccupied orbital energy**: 0.324 eV
**E_HOMO**: -0.3187 hartree

2.
Here is C30H28CrNO7PS2Te as an isolated structure from the OMol25 dataset. Energies are from wB97M-V/def2-TZVPD.

Last column: Mulliken charge in e.
Cartesian coordinates (Å):
C: -2.458 1.546 -2.723  0.09
C: 1.826 -1.741 1.251  0.90
C: 1.049 -3.826 2.282  -1.60
H: -2.897 -2.593 3.649  0.32
C: -4.401 -0.558 3.826  -1.59
O: -1.742 3.525 -0.014  -0.72
C: -1.921 3.736 -3.557  -0.70
O: -2.636 0.861 -0.211  -0.71
C: 1.474 -2.524 -3.046  -0.71
H: -4.791 0.249 4.450  0.45
H: 3.876 -1.788 0.663  0.53
H: 0.494 -2.373 -1.156  0.17
H: -3.345 -0.981 1.185  0.35
H: 3.855 -0.164 2.252  0.40
C: 2.953 -0.332 -2.231  -0.55
H: 2.616 -2.442 -4.870  0.34
H: -3.680 1.973 3.374  0.43
H: -3.617 0.321 -4.015  0.48
H: -3.734 2.015 -5.833  0.36
C: 0.718 -2.510 1.793  0.08
C: -3.136 1.283 -3.907  -0.73
C: 2.311 -4.338 2.234  -0.47
H: 3.940 -0.482 -4.132  0.41
O: -0.015 2.034 -0.928  -0.40
P: 1.581 -0.202 0.349  2.13
C: 3.000 0.928 0.622  0.88
H: 5.866 3.475 1.232  0.35
O: -1.480 -3.129 2.293  -0.48
C: 3.180 -0.903 -3.484  -0.61
H: -2.298 -0.013 3.839  0.16
C: -2.746 -2.551 2.570  -0.54
C: -2.606 3.464 -4.733  -0.51
C: 3.078 2.102 -0.128  -1.11
C: 1.989 -0.847 -1.373  0.79
H: 4.373 -4.006 1.577  0.39
O: -1.183 -0.452 -1.564  -0.26
H: 2.494 -5.331 2.632  0.34
S: -0.840 3.272 -1.099  1.29
N: -1.277 -0.992 1.606  0.85
C: 5.069 2.762 1.055  -0.51
H: -2.521 1.750 2.083  0.00
C: 3.374 -3.597 1.656  -1.23
O: -0.066 4.402 -1.552  -0.80
C: 4.106 3.010 0.087  -0.74
C: 3.953 0.700 1.609  -0.83
C: 4.983 1.605 1.819  -0.55
C: -0.640 -2.126 1.857  -0.03
H: -2.658 4.217 -5.511  0.36
H: -3.518 -3.149 2.083  0.19
H: -1.420 4.682 -3.405  0.51
H: 3.551 0.516 -1.931  0.32
S: -2.492 0.198 -1.523  1.51
O: -3.609 -0.621 -1.916  -0.78
H: -5.178 -0.803 3.092  0.32
C: 1.254 -1.954 -1.804  -0.48
C: -1.835 2.789 -2.542  -0.34
C: -3.391 1.304 2.558  -1.32
Te: 0.430 1.561 2.662  -0.66
C: -2.685 -1.110 2.046  -0.45
H: 2.301 2.334 -0.845  0.49
H: -4.206 1.273 1.827  0.25
H: 5.707 1.415 2.603  0.37
H: 0.882 -3.378 -3.354  0.40
Cr: -0.587 0.624 0.506  0.92
C: -3.120 -0.089 3.119  0.65
H: -4.263 -1.427 4.471  0.40
C: -3.205 2.237 -4.913  -0.55
C: 2.442 -1.998 -3.896  -0.53
C: 3.084 -2.337 1.163  -0.38
H: 4.132 3.927 -0.490  0.39
H: 0.256 -4.423 2.706  0.32

Properties
**Multiplicity**: 5
**ΔE to the lowest compared entry with this formula, charge and spin**: 48.63 kJ/mol
**Charge**: -2
**Kohn-Sham gap (alpha / beta)**: 0.154 / 0.188 Ha
**Lowest unoccupied orbital energy (alpha / beta)**: 4.464 / 4.465 eV
**E_HOMO (alpha / beta)**: 0.0096 / -0.0235 hartree

So what do the calculations give for E_tot? Going down the list: -9313.07354; -4191.77251 hartree.